Entry 1:
27
Properties=species:S:1:pos:R:3:mulliken_charge:R:1 method="wB97M-V/def2-TZVPD" e_lumo_ev=-4.71 total_charge=+1 multiplicity=1 orbital_gap_ev=7.477
O -0.59654 1.20152 0.27999 -0.548
C 0.34112 0.73189 -0.61586 0.316
C 0.33578 1.35339 -1.98923 -0.425
N 1.48885 1.20459 -2.52532 0.028
C 2.46209 0.54338 -1.59468 -0.831
C 1.82855 0.99124 -0.27574 -0.268
P 2.52109 0.30989 1.24905 0.851
O 1.80938 -1.10926 1.37994 -0.473
O 1.85295 1.17359 2.41689 -0.498
S 4.42473 0.31620 1.24332 -0.357
H -1.12655 0.45441 0.56883 0.079
H 0.23651 -0.33753 -0.85616 0.460
H -0.49521 1.86169 -2.45986 0.496
H 1.69072 1.53421 -3.46199 0.276
H 2.40771 -0.52813 -1.76732 0.358
H 3.45054 0.96401 -1.72664 0.440
H 1.92025 2.07949 -0.24801 0.316
H 1.54655 -1.25732 2.29740 0.319
H 1.21158 1.82578 2.11536 0.357
Cl -2.96715 -1.77988 -1.28908 -0.176
C -3.82906 -2.07201 0.24943 -0.377
C -3.24347 -1.23814 1.35498 -0.523
Cl -1.58791 -1.78485 1.77429 -0.162
H -3.77042 -3.13341 0.47164 0.323
H -4.86998 -1.79812 0.09261 0.319
H -3.84373 -1.31363 2.25864 0.388
H -3.19836 -0.19301 1.05753 0.309

=====

Entry 2:
24
Properties=species:S:1:pos:R:3:mulliken_charge:R:1 method="wB97M-V/def2-TZVPD" smiles="CN(C)[P@@H](Cl)=C(Cl)Cl.C=CC" e_lumo_ev=0.52 total_charge=0 multiplicity=1 orbital_gap_ev=8.414
C 2.08697 2.42658 0.08655 -0.902
N 2.65966 1.11468 -0.12750 0.101
C 4.02103 1.13324 -0.62514 -0.969
P 1.70776 -0.22770 -0.26345 0.700
Cl 0.90022 -0.35603 -2.05699 -0.221
C 2.80630 -1.59728 -0.15315 -0.247
Cl 1.98215 -3.12114 -0.53797 -0.189
Cl 3.51092 -1.64172 1.47113 -0.160
H 2.05040 3.00844 -0.83981 0.300
H 1.07480 2.33434 0.47970 0.274
H 2.69541 2.96931 0.81305 0.308
H 4.07772 1.61528 -1.60744 0.312
H 4.65428 1.68577 0.07211 0.343
H 4.37944 0.10859 -0.70519 0.375
H 0.61458 0.27657 0.47131 -0.026
C -4.16966 -2.91556 -0.44667 -0.795
C -3.12198 -2.12252 -0.33127 0.160
C -2.92393 -1.11662 0.75297 -0.904
H -4.26776 -3.62090 -1.25295 0.258
H -4.97793 -2.89128 0.26614 0.240
H -2.32425 -2.16970 -1.06148 0.262
H -2.05148 -1.37696 1.35575 0.218
H -2.74281 -0.13135 0.32112 0.229
H -3.79317 -1.06236 1.40375 0.334

=====

Entry 3:
22
Properties=species:S:1:pos:R:3:mulliken_charge:R:1 method="wB97M-V/def2-TZVPD" e_lumo_ev="-7.91 / -7.92" total_charge=+2 multiplicity=1 orbital_gap_ev="8.717 / 8.716"
C -0.64102 1.24422 -0.77468 0.295
C 0.40307 0.96277 -0.07309 0.067
C -1.45916 2.40475 -1.42689 -0.698
C -1.61670 0.24952 -1.23781 -0.757
C 0.71472 -1.64785 1.71762 -0.863
C 1.70300 -1.15287 0.66346 -0.029
N -2.44648 1.34956 -1.89508 -0.077
N 2.86280 -0.52079 1.08422 -0.497
Cl 1.67656 2.10648 0.59840 -0.067
H -1.78079 3.09312 -0.69030 0.352
H -0.88913 2.96445 -2.23288 0.318
H -1.17141 -0.63919 -1.85341 0.287
H -2.31106 -0.18974 -0.51288 0.303
H 0.71007 -1.15963 2.70075 0.444
H 0.74461 -2.81084 1.75881 0.351
H -0.29886 -1.36649 1.41703 0.198
H 1.58199 -1.36097 -0.43497 0.419
H -3.37087 1.52655 -1.47975 0.376
H -2.55891 1.15585 -2.91051 0.372
H 3.78857 -0.66619 0.58421 0.319
H 2.94385 -0.69518 2.09281 0.348
H 2.30033 0.96897 0.98772 0.541

=====

Entry 4:
23
Properties=species:S:1:pos:R:3:mulliken_charge:R:1 method="wB97M-V/def2-TZVPD" smiles=C[C@H](Cl)[C@@]1(O)OCC[N@@H+]1C e_lumo_ev=-2.96 total_charge=+1 multiplicity=1 orbital_gap_ev=11.887
C 2.46558 1.54484 -0.02645 -1.469
C 1.56750 0.32913 0.47038 0.270
Cl 2.29632 -1.17158 -0.15264 -0.136
C 0.11236 0.45848 -0.09738 0.085
O -0.53398 1.68040 0.21343 -0.524
O 0.11721 0.30250 -1.43982 -0.361
C -0.54315 -0.85074 -1.92242 -0.410
C -1.46321 -1.22814 -0.71465 -0.623
N -0.75899 -0.78966 0.51315 -0.014
C -1.57789 -0.45498 1.70646 -0.832
H 2.49339 1.72734 -1.03310 0.422
H 3.42994 1.21615 0.20056 0.488
H 2.36939 2.47595 0.57447 0.324
H 1.47524 0.43007 1.56286 0.369
H -0.98920 2.19778 -0.48159 0.401
H 0.13046 -1.66240 -2.01621 0.320
H -1.12890 -0.61515 -2.84588 0.322
H -2.28976 -0.47222 -0.76978 0.379
H -1.64004 -2.23586 -0.64555 0.453
H -0.14307 -1.68130 0.70798 0.507
H -2.44355 -1.13690 1.64299 0.369
H -1.07572 -0.63566 2.69488 0.338
H -1.86994 0.57193 1.85834 0.323

=====

Entry 5:
23
Properties=species:S:1:pos:R:3:lowdin_spin:R:1 method="wB97M-V/def2-TZVPD" e_lumo_ev="0.51 / -0.07" total_charge=0 multiplicity=5 orbital_gap_ev="6.128 / 5.593"
C -1.07769 -1.61585 -2.10477 0.083
O -1.02879 -2.11752 -0.71342 0.167
C -2.09461 -1.63845 0.08586 0.016
C -2.02557 -0.11162 0.07952 0.010
O -0.72421 0.09658 0.66873 0.084
C -0.30651 1.43296 0.86543 0.010
C 1.17332 1.41916 1.14250 0.023
O 1.78606 0.65092 0.11251 0.164
C 3.20383 0.74355 0.09150 0.052
Co 0.72661 -1.17323 -0.19740 3.304
H -3.23207 0.06169 0.02712 0.001
H -1.50108 -2.47292 -2.66118 0.007
H -1.99854 -2.09401 1.08248 0.003
H -3.05155 -1.98442 -0.33567 0.003
H -2.04391 0.70086 -0.66878 0.001
H -0.85683 1.88918 1.70117 0.002
H -0.51127 2.00237 -0.05564 0.001
H 1.39715 0.96774 2.12231 0.008
H 1.56300 2.44734 1.13178 0.002
H 3.57286 -0.01399 -0.60815 0.031
H 3.50435 1.74389 -0.24951 0.002
H 3.61680 0.55040 1.09271 0.007
H -0.09132 -1.48462 -2.60910 0.023

=====

Entry 6:
23
Properties=species:S:1:pos:R:3:mulliken_charge:R:1 method="wB97M-V/def2-TZVPD" e_lumo_ev=0.33 total_charge=0 multiplicity=1 orbital_gap_ev=7.876
C -1.07845 -3.70314 -0.69469 -1.088
C -1.27602 -2.38224 -0.01312 -0.251
Si 0.02011 -1.30888 0.50671 0.485
I 2.37403 -1.98368 0.35250 -0.173
O 0.22037 0.07834 1.33669 -0.238
C -0.69818 1.04025 1.61017 -0.059
C -2.17529 0.65104 1.52668 -1.541
H -0.66258 -3.45051 -1.74356 0.227
H -1.94396 -4.30442 -0.62375 0.347
H -0.26420 -4.24273 -0.25278 0.291
H -2.24727 -2.24744 0.53612 0.200
H -0.53778 1.12332 2.62988 0.390
H -0.69295 1.93074 1.01607 0.219
H -2.98886 1.26908 1.89680 0.376
H -2.31100 0.46516 0.50044 0.446
H -2.31024 -0.25972 1.94528 0.401
C 2.62499 2.92551 -1.79483 -1.006
C 1.95643 1.78683 -1.07351 0.548
O 0.75665 1.74261 -1.14742 -0.484
H 3.55211 3.31442 -1.16854 0.275
H 3.18596 2.75415 -2.71092 0.314
H 1.78488 3.75557 -1.97271 0.228
H 2.71124 1.04574 -0.66149 0.092

=====

Entry 7:
20
Properties=species:S:1:pos:R:3:lowdin_spin:R:1 method="wB97M-V/def2-TZVPD" e_lumo_ev="3.95 / 3.94" total_charge=-1 multiplicity=2 orbital_gap_ev="2.629 / 9.364"
C -1.39267 2.15632 -0.14527 0.061
C -0.96202 0.72563 -0.37873 0.024
C 0.44351 0.55670 0.24440 0.111
C 1.19996 -0.70917 -0.00931 0.045
C 2.52900 -0.62545 -0.16221 0.167
C 0.59490 -2.08153 -0.02042 0.193
N -1.98201 -0.12708 0.27757 0.027
H -2.40342 2.30705 -0.52738 0.004
H -1.30020 2.44532 0.90903 0.023
H -0.70352 2.91102 -0.55493 0.015
H -0.92225 0.43654 -1.43083 0.004
H 0.89107 1.55806 0.15118 0.024
H 0.26726 0.52376 1.34919 0.057
H 3.01840 0.34255 -0.06061 0.034
H 3.21199 -1.45857 -0.26706 0.029
H -0.12749 -2.11824 -0.87552 0.018
H -0.01913 -2.20513 0.88048 0.062
H 1.29607 -2.86118 -0.29685 0.040
H -2.27451 0.13887 1.20850 0.036
H -1.71184 -1.09045 0.34443 0.026

=====

Entry 8:
20
Properties=species:S:1:pos:R:3:lowdin_spin:R:1 method="wB97M-V/def2-TZVPD" e_lumo_ev="4.07 / 4.01" total_charge=-1 multiplicity=2 orbital_gap_ev="2.636 / 9.578"
C -2.71190 0.58931 -0.37945 0.067
C -1.24834 0.80966 0.03437 0.065
C -0.46449 -0.49770 0.24594 0.060
C 0.88386 -0.33149 -0.63782 0.171
C 3.29525 -1.22693 -0.40007 0.179
C 1.92765 -1.32779 -0.26017 0.090
N -1.19328 1.70586 1.22059 0.035
H -2.85390 0.28981 -1.41533 0.027
H -3.30863 1.43772 -0.06295 0.007
H -3.31308 -0.19251 0.12882 0.006
H -0.81340 1.45565 -0.76340 0.031
H -0.99590 -1.45795 0.23723 0.010
H -0.17127 -0.40901 1.29290 0.018
H 0.39741 -0.37885 -1.60699 0.060
H 1.25255 0.68373 -0.43052 0.043
H 3.95931 -2.03253 -0.10317 0.018
H 3.84581 -0.35622 -0.72729 0.040
H 1.58760 -2.33668 -0.03933 0.006
H -0.22001 2.02135 1.22370 0.054
H -1.20157 1.35275 2.17505 0.016

=====

Entry 9:
20
Properties=species:S:1:pos:R:3:mulliken_charge:R:1 method="wB97M-V/def2-TZVPD" smiles="C/C=C/CCCN" e_lumo_ev=1.18 total_charge=0 multiplicity=1 orbital_gap_ev=10.117
C 2.43104 -2.48529 -0.24390 -1.091
C 1.59144 -1.22298 -0.31630 0.103
C 0.97149 -0.60993 0.70110 -0.440
C 0.30806 0.73673 0.72928 -0.500
C -0.39031 1.18543 -0.59058 -1.042
C -1.90981 0.79107 -0.61070 -0.333
N -2.64808 1.39949 0.46293 -0.537
H 3.05179 -2.48028 -1.13575 0.322
H 3.01733 -2.37873 0.69213 0.290
H 1.77743 -3.35688 -0.17828 0.263
H 1.35813 -0.81562 -1.29640 0.222
H 0.95308 -1.06116 1.68876 0.291
H 1.05256 1.50367 0.99404 0.292
H -0.49155 0.94102 1.44988 0.358
H 0.14211 0.97607 -1.53162 0.457
H -0.36065 2.29734 -0.67566 0.404
H -2.19161 1.13790 -1.61301 0.262
H -1.73810 -0.28819 -0.52782 0.236
H -3.57551 1.62220 0.13173 0.257
H -2.20700 2.21883 0.86159 0.188

=====

Entry 10:
20
Properties=species:S:1:pos:R:3:mulliken_charge:R:1 method="wB97M-V/def2-TZVPD" smiles="C=C(C)CCCN" e_lumo_ev=1.01 total_charge=0 multiplicity=1 orbital_gap_ev=9.878
C 0.19513 -0.17968 -2.34561 -0.909
C -0.79864 -0.07789 -1.43862 0.674
C -1.69833 1.14401 -1.55616 -1.259
C -0.60415 -0.65643 -0.04254 -0.957
C -0.11359 0.30620 1.04648 -0.519
C 1.32052 -0.07525 1.50714 -0.635
N 1.26716 -1.23754 2.41599 -0.610
H 0.93052 -0.97691 -2.33717 0.340
H 0.43146 0.71554 -2.90851 0.231
H -2.45783 0.93375 -2.31913 0.373
H -2.10697 1.44788 -0.59076 0.300
H -1.12632 2.00420 -1.91803 0.312
H 0.11378 -1.45355 -0.21395 0.401
H -1.49036 -1.18786 0.31479 0.347
H -0.10603 1.37548 0.76661 0.384
H -0.86225 0.37380 1.83835 0.395
H 1.59409 0.83356 2.07168 0.363
H 1.92258 -0.21006 0.60800 0.287
H 1.86522 -1.10944 3.22405 0.219
H 1.72401 -1.96981 1.87739 0.263

=====

Entry 11:
20
Properties=species:S:1:pos:R:3:mulliken_charge:R:1 method="wB97M-V/def2-TZVPD" e_lumo_ev=-0.73 total_charge=0 multiplicity=1 orbital_gap_ev=5.475
C -1.55450 1.35072 -0.63172 -0.400
C -0.41830 1.31614 0.19396 -0.546
C 0.89202 0.20571 -0.30034 -0.916
C -0.01355 -1.97154 -0.27156 -1.208
C 1.01029 -1.05023 0.31141 0.761
C 1.27109 -1.10615 1.76977 -1.284
N -1.28360 2.01963 -1.90777 -0.586
H -2.45627 1.82495 -0.24764 0.327
H -0.98880 -1.42876 -0.30906 0.202
H -0.59655 0.63670 1.04276 0.216
H 0.02101 2.19271 0.65714 0.412
H 0.79496 0.34716 -1.37436 0.431
H 1.64702 0.90491 0.06470 0.311
H 0.14755 -2.26853 -1.31022 0.316
H -0.17070 -2.88614 0.29847 0.380
H 1.03318 -2.06914 2.22725 0.366
H 2.30667 -0.93948 2.09047 0.326
H 0.71306 -0.36782 2.36501 0.304
H -0.36748 1.64702 -2.13315 0.312
H -1.98709 1.64217 -2.53511 0.277